No. 1
57
Properties=species:S:1:pos:R:3:forces:R:3:nbo_charge:R:1 method="wB97M-V/def2-TZVPD" homo_energy_ev=-9.57 lumo_ev=-1.2 smiles="O=C1c2ccccc2C(=O)c2ccccc21.O=C1c2ccccc2C(=O)c2ccccc21.O=[PH2][Si@H](O)I" spin_multiplicity=1 mol_weight_da=638.4
O -2.80973 -5.84100 -1.66470 -0.10 0.64 0.38 -0.5381
C -2.97648 -4.79944 -1.04214 0.20 -1.27 -0.76 0.6082
C -3.02345 -3.50380 -1.75008 0.02 0.33 -0.56 -0.1777
C -2.89717 -3.47076 -3.14496 -0.03 0.27 -0.13 -0.1497
C -2.98057 -2.25469 -3.82460 0.00 -0.25 0.27 -0.1918
C -3.19101 -1.07172 -3.11659 0.00 -0.12 0.36 -0.1908
C -3.29944 -1.10047 -1.72530 0.03 0.03 -0.33 -0.1889
C -3.20926 -2.31822 -1.04015 -0.02 0.32 -0.53 -0.0746
C -3.30720 -2.33687 0.43294 -0.13 1.13 0.70 0.6033
O -3.41544 -1.28966 1.06051 0.09 -0.43 -0.27 -0.5744
C -3.28013 -3.63312 1.13887 -0.03 -0.29 0.57 -0.0756
C -3.40868 -3.66475 2.53380 -0.01 -0.27 0.14 -0.1864
C -3.41814 -4.88744 3.20670 0.01 0.26 -0.26 -0.1897
C -3.30024 -6.07872 2.49128 0.04 0.14 -0.38 -0.1917
C -3.15751 -6.04868 1.10238 -0.03 -0.01 0.33 -0.1501
C -3.14204 -4.82247 0.42487 -0.07 -0.36 0.57 -0.1790
H -2.73832 -4.39078 -3.70474 -0.06 0.13 0.30 0.2409
H -2.88685 -2.23124 -4.90811 -0.01 -0.02 0.21 0.2216
H -3.26870 -0.12549 -3.64743 0.02 -0.17 0.12 0.2212
H -3.45848 -0.17235 -1.17876 0.05 -0.32 0.01 0.2382
H -3.50611 -2.73902 3.09852 0.02 -0.15 -0.29 0.2398
H -3.52206 -4.91019 4.28933 0.02 0.03 -0.21 0.2228
H -3.31725 -7.03219 3.01479 0.01 0.18 -0.12 0.2216
H -3.06283 -6.98319 0.55162 0.01 0.34 -0.02 0.2404
O 4.52546 0.45753 -2.33550 -0.14 0.59 0.39 -0.5260
C 4.28209 1.45011 -1.66038 0.27 -1.21 -0.78 0.5253
C 3.46682 1.33920 -0.43354 -0.32 -0.35 0.40 -0.0588
C 2.98759 0.08602 -0.03033 -0.16 -0.03 0.27 -0.1685
C 2.25055 -0.03290 1.14879 0.21 0.13 -0.33 -0.1946
C 1.99156 1.09477 1.92744 0.18 0.26 -0.15 -0.2109
C 2.45309 2.34690 1.51829 -0.10 -0.34 0.04 -0.1646
C 3.18688 2.47030 0.33220 -0.28 -0.34 0.40 -0.1460
C 3.65568 3.80136 -0.10192 -0.35 1.20 0.80 0.5266
O 3.36296 4.80230 0.54199 0.16 -0.60 -0.39 -0.5304
C 4.48698 3.90968 -1.31706 0.34 0.38 -0.41 -0.0604
C 4.96734 5.16343 -1.71792 0.19 0.02 -0.25 -0.1789
C 5.78181 5.27113 -2.84614 -0.22 -0.14 0.28 -0.1917
C 6.11869 4.13097 -3.57513 -0.20 -0.30 0.20 -0.1943
C 5.62913 2.88240 -3.18561 0.13 0.30 -0.11 -0.1485
C 4.80675 2.77212 -2.05673 0.39 0.39 -0.41 -0.1510
H 3.19059 -0.79943 -0.63017 0.06 0.32 0.03 0.2396
H 1.88301 -1.00736 1.46287 0.07 0.18 -0.06 0.2236
H 1.42798 1.00009 2.85297 0.09 -0.02 -0.06 0.2474
H 2.24264 3.22363 2.12858 0.17 -0.10 -0.27 0.2344
H 4.71257 6.05729 -1.15091 -0.02 -0.33 -0.02 0.2413
H 6.15709 6.24484 -3.15351 -0.08 -0.18 0.08 0.2205
H 6.76137 4.21361 -4.44898 -0.13 -0.04 0.16 0.2205
H 5.89430 1.99758 -3.76213 -0.18 0.12 0.26 0.2406
O -0.56659 1.51212 4.22596 -0.71 2.36 -2.74 -1.0885
P -0.91851 2.50453 3.04450 1.44 -3.11 2.74 0.9269
Si -3.07304 3.04809 3.32618 -1.36 -2.80 -0.17 1.0944
O -3.89071 1.48463 3.61637 2.19 1.89 -1.50 -1.0474
I -3.76924 4.16843 1.22982 0.06 -0.24 0.60 -0.2140
H -0.78469 1.79187 1.76803 0.00 1.12 0.62 -0.0151
H -0.06133 3.67406 3.08916 -0.58 -0.54 -0.62 -0.0182
H -3.13034 3.89012 4.51683 -0.33 0.09 0.03 -0.1465
H -3.45141 0.75684 3.07797 -0.83 1.18 0.90 0.5135


No. 2
59
Properties=species:S:1:pos:R:3:forces:R:3:nbo_charge:R:1 method="wB97M-V/def2-TZVPD" homo_energy_ev="-10.31 / -10.31" lumo_ev="-3.9 / -3.9" spin_multiplicity=1 charge=+1 mol_weight_da=733.3
Rh -0.28775 0.19422 0.34344 0.03 -0.35 -0.59 1.1459
O 2.62974 3.27109 0.51757 -0.01 -0.03 -0.03 -0.6026
C 2.14054 2.18082 0.27600 0.17 -0.10 -0.02 0.6336
N 0.84369 1.85105 0.56519 -0.11 0.07 0.04 -0.6392
C -0.03308 2.91963 0.92266 0.10 -0.08 -0.04 0.0923
C 0.28599 4.01589 1.71338 -0.07 0.19 0.05 -0.2069
C -0.68402 4.97982 1.96837 0.14 -0.06 0.01 -0.2056
C -1.95952 4.86235 1.44223 -0.10 -0.10 -0.10 -0.2071
C -2.30377 3.75582 0.67370 -0.02 0.19 0.10 -0.2467
C -1.33960 2.78658 0.43902 -0.03 -0.15 -0.12 0.1541
N -1.57224 1.53201 -0.17825 0.27 0.36 0.20 -0.5360
C -2.76614 1.12450 -0.67798 -0.11 0.04 -0.10 0.6021
O -3.66702 1.83159 -1.08000 0.04 -0.03 0.04 -0.5645
C -2.93923 -0.37065 -0.61464 -0.18 -0.08 -0.09 0.1145
C -4.12713 -0.94750 -1.01734 -0.01 -0.06 -0.01 -0.1919
C -4.31732 -2.30143 -0.78598 -0.05 0.04 -0.03 -0.1273
C -3.32310 -3.02059 -0.14321 0.09 0.03 0.03 -0.2335
C -2.15051 -2.37377 0.21152 -0.13 -0.09 -0.03 0.0641
N -1.95706 -1.07779 -0.03877 0.19 0.02 0.10 -0.4613
C 3.02808 1.16169 -0.40726 -0.21 -0.02 0.08 0.1065
C 4.37733 1.47425 -0.49839 0.09 -0.06 -0.02 -0.1999
C 5.22554 0.58386 -1.13434 -0.01 0.04 0.03 -0.1552
C 4.69210 -0.58407 -1.65325 -0.06 0.01 0.03 -0.2402
C 3.33043 -0.80368 -1.51295 0.09 -0.05 -0.04 0.0365
N 2.50364 0.04458 -0.90732 -0.13 0.23 -0.08 -0.4653
H 1.28238 4.13381 2.10508 -0.01 -0.02 -0.01 0.2494
H -0.42465 5.83775 2.57457 -0.01 0.00 0.00 0.2230
H -2.69827 5.63048 1.62853 0.00 -0.01 -0.01 0.2237
H -3.29340 3.65468 0.25723 0.00 -0.02 0.00 0.2499
H -4.87298 -0.31696 -1.48062 0.00 0.00 0.01 0.2679
H -5.23780 -2.78565 -1.08405 0.01 0.01 0.00 0.2412
H -3.44700 -4.06994 0.08344 0.02 0.01 0.01 0.2429
H -1.34606 -2.89618 0.70628 0.00 -0.03 0.03 0.2195
H 4.72289 2.40634 -0.07734 0.01 0.00 0.00 0.2579
H 6.28209 0.79887 -1.22471 0.00 0.00 0.00 0.2306
H 5.31026 -1.31173 -2.16057 -0.01 0.00 0.00 0.2297
H 2.89001 -1.71077 -1.91059 0.01 0.02 -0.03 0.1869
Se 1.80774 -2.45638 2.77827 -0.04 0.04 0.11 0.2344
Se 2.00580 -0.17150 2.68502 0.08 0.07 0.03 0.2761
C 0.20831 0.28174 3.18069 -0.25 0.03 -0.03 0.0440
C -0.06244 0.58267 4.50236 0.04 0.00 0.02 -0.2406
C -1.35323 0.90918 4.88477 0.00 0.02 0.08 -0.1129
C -2.35026 0.91185 3.93012 -0.04 0.01 -0.06 -0.2150
C -2.02290 0.61690 2.62164 0.00 -0.03 0.01 0.0677
N -0.76997 0.31775 2.24872 0.22 -0.07 0.44 -0.3813
C 1.47707 -2.82189 0.92652 -0.03 -0.14 -0.13 0.0590
C 1.91484 -4.07138 0.48422 -0.05 0.04 -0.03 -0.2724
C 1.63787 -4.45177 -0.81217 0.01 -0.04 -0.03 -0.1304
C 0.96879 -3.56131 -1.64307 -0.01 -0.01 0.00 -0.2524
C 0.60640 -2.33699 -1.12708 0.00 0.03 0.03 0.0448
N 0.82792 -1.96964 0.14506 0.09 0.12 0.17 -0.5269
H 0.74617 0.55859 5.21842 0.00 0.00 -0.01 0.2543
H -1.57337 1.15412 5.91529 0.01 0.00 -0.01 0.2449
H -3.37322 1.15644 4.17744 0.00 -0.01 -0.02 0.2492
H -2.77116 0.63239 1.84587 0.00 0.00 0.03 0.2276
H 2.46508 -4.72244 1.15016 0.00 0.02 0.02 0.2441
H 1.95629 -5.41905 -1.17795 0.00 0.01 0.00 0.2402
H 0.75001 -3.80343 -2.67331 -0.01 0.01 0.00 0.2439
H 0.11215 -1.60502 -1.75651 0.01 0.00 -0.02 0.2122


No. 3
57
Properties=species:S:1:pos:R:3:forces:R:3:nbo_charge:R:1 method="wB97M-V/def2-TZVPD" homo_energy_ev="-11.50 / -11.43" lumo_ev="-5.7 / -5.2" spin_multiplicity=2 charge=+1 mol_weight_da=785.5
Re 0.14669 -0.00860 0.18601 -0.31 0.95 0.83 0.9607
I -1.43285 -2.15967 0.08137 -0.27 0.69 0.26 0.4921
C -2.87565 -1.21708 1.34889 0.28 -0.28 -0.22 -0.1061
C -3.96063 -1.92039 1.77446 0.15 -0.08 -0.15 -0.2249
C -4.88311 -1.27372 2.61715 -0.06 0.06 0.11 -0.2063
C -4.70037 0.03918 2.95065 -0.05 -0.11 0.00 -0.1342
C -3.58664 0.77076 2.47541 0.06 -0.06 -0.07 -0.0820
C -3.42422 2.13984 2.78282 0.06 0.01 -0.03 -0.1235
C -2.33676 2.83318 2.32712 -0.08 0.09 -0.03 -0.2057
C -1.34022 2.18102 1.58518 0.14 -0.04 0.08 -0.1853
C -1.44299 0.84090 1.26356 0.91 -0.90 -0.74 -0.2760
C -2.60656 0.12312 1.67271 -0.16 0.11 -0.06 -0.0477
H -4.11370 -2.95142 1.48493 -0.03 0.01 -0.01 0.2406
H -5.73551 -1.82803 2.98469 -0.01 0.03 0.01 0.2396
H -5.41256 0.54112 3.59334 -0.02 0.01 -0.03 0.2315
H -4.18526 2.63053 3.37621 0.03 0.01 0.04 0.2299
H -2.22489 3.88617 2.54711 -0.01 0.00 0.01 0.2383
H -0.48143 2.75364 1.25852 0.05 0.00 0.08 0.2400
C -0.91115 -3.97582 4.40238 0.01 0.00 0.00 -0.1876
C 0.23819 -4.27256 3.68135 -0.03 -0.05 -0.03 -0.2266
C 0.93805 -3.25902 3.04449 0.06 0.00 -0.07 -0.1356
C 0.50019 -1.93596 3.12305 0.17 0.32 -0.20 -0.5488
C -0.64808 -1.64991 3.86528 0.01 0.05 -0.02 -0.2100
C -1.34923 -2.66193 4.50167 -0.07 0.00 0.00 -0.2062
Si 1.43661 -0.55572 2.23796 0.19 -0.24 0.82 1.4477
C 3.08972 -1.15564 1.58209 -0.36 0.18 -0.02 -0.5514
C 4.08993 -1.46315 2.50741 -0.07 0.02 -0.01 -0.1219
C 5.33913 -1.88082 2.07887 0.01 -0.02 0.04 -0.2135
C 5.60548 -1.99002 0.72026 -0.01 0.02 0.00 -0.1820
C 4.62427 -1.68360 -0.21099 0.05 -0.04 -0.11 -0.1915
C 3.37443 -1.26993 0.22163 -0.08 -0.01 0.14 -0.1960
C 1.60415 0.92885 3.37634 -0.01 -0.30 -0.36 -0.5550
C 1.54224 0.74639 4.75970 -0.04 -0.03 -0.08 -0.1287
C 1.76506 1.81322 5.61752 -0.03 0.01 0.08 -0.2255
C 2.04832 3.07076 5.10507 0.04 0.00 0.00 -0.1835
C 2.12405 3.26190 3.73193 -0.02 0.03 -0.03 -0.1950
C 1.90534 2.19567 2.87483 0.04 0.00 0.06 -0.1913
H -1.45903 -4.76744 4.89698 0.01 0.00 0.00 0.2264
H 0.58776 -5.29466 3.61512 0.01 0.00 0.02 0.2270
H 1.83955 -3.49638 2.49016 -0.02 -0.02 -0.01 0.2164
H -0.98610 -0.62332 3.95461 -0.05 0.01 0.02 0.2208
H -2.23774 -2.42801 5.07480 0.01 0.01 0.01 0.2233
H 3.88314 -1.36711 3.56827 0.08 -0.01 0.01 0.2107
H 6.10697 -2.11506 2.80435 0.01 0.00 -0.01 0.2277
H 6.58391 -2.30787 0.38557 0.00 0.00 0.00 0.2285
H 4.84011 -1.76386 -1.26819 -0.02 0.01 0.00 0.2260
H 2.61520 -1.02666 -0.52262 0.03 -0.01 -0.08 0.1704
H 1.32995 -0.23677 5.16390 -0.01 0.05 0.06 0.2100
H 1.71594 1.66167 6.68806 0.02 0.00 0.00 0.2243
H 2.22983 3.90095 5.77504 -0.03 0.00 0.01 0.2254
H 2.36129 4.23852 3.33009 0.00 0.00 0.00 0.2248
H 1.98921 2.35090 1.80804 0.02 0.04 -0.04 0.2107
F 1.23587 1.41544 -0.35225 -0.65 -0.65 -0.26 -0.5408
B 2.05316 3.56240 -0.86863 0.10 0.33 -0.03 1.4714
F 1.65462 3.50736 -2.12220 0.00 -0.07 0.10 -0.4878
F 1.25221 4.08450 0.05373 0.04 -0.08 -0.08 -0.5049
F 3.28105 3.21786 -0.53423 -0.12 -0.03 -0.02 -0.4889


No. 4
61
Properties=species:S:1:pos:R:3:forces:R:3:nbo_charge:R:1 method="wB97M-V/def2-TZVPD" homo_energy_ev="-4.91 / -4.91" lumo_ev="0.2 / 0.2" spin_multiplicity=1 charge=-1 mol_weight_da=787.5
Pt -0.86612 1.27790 0.85117 -0.17 -0.14 0.32 0.9726
O -2.12146 1.25872 6.04492 -0.01 -0.01 0.01 -0.7066
C -2.36571 -0.01124 5.67548 -0.01 0.01 0.00 0.4307
C -2.83803 -0.88697 6.65381 0.00 0.00 0.00 -0.3106
C -3.11553 -2.20277 6.34124 0.00 0.00 0.00 -0.1781
C -2.92976 -2.67757 5.04597 0.00 0.00 0.00 -0.2711
C -2.45828 -1.81576 4.07529 0.01 0.00 0.00 -0.1356
C -2.16774 -0.48246 4.36638 0.01 0.00 0.00 -0.2361
C -1.65309 0.38238 3.28128 0.01 -0.02 0.04 0.5846
O -1.45295 -0.16114 2.12866 -0.04 0.18 0.02 -0.6715
N -1.42460 1.64609 3.56233 0.04 -0.01 0.02 -0.4855
N -0.88714 2.32631 2.47369 0.15 -0.26 0.09 -0.2601
C -0.28620 3.44090 2.68026 -0.15 0.10 -0.07 0.1437
C 0.38449 4.20777 1.66253 0.03 -0.13 0.01 -0.2607
C 1.13207 5.31904 2.08192 0.05 0.07 -0.03 -0.1385
C 1.84359 6.09082 1.19379 -0.01 -0.01 0.08 -0.2939
C 1.81280 5.74832 -0.16239 -0.02 -0.04 -0.07 -0.1734
C 1.08260 4.67219 -0.60787 0.01 0.10 -0.03 -0.3067
C 0.33897 3.86822 0.28195 -0.30 0.05 0.11 0.4790
O -0.39595 2.91437 -0.21945 0.34 -0.46 -0.25 -0.7272
H -1.80462 1.73836 5.24011 0.01 0.00 -0.01 0.5071
H -2.97824 -0.50148 7.65519 0.00 0.00 0.00 0.2145
H -3.47965 -2.86758 7.11525 -0.01 0.00 0.00 0.2038
H -3.14900 -3.70771 4.79998 0.00 0.00 0.00 0.2097
H -2.30014 -2.15475 3.06059 0.00 0.00 0.00 0.2379
H -0.27236 3.79933 3.70584 -0.02 0.01 -0.01 0.1954
H 1.14478 5.55968 3.13967 0.00 -0.01 0.00 0.1999
H 2.42285 6.93698 1.53743 -0.01 0.00 0.00 0.2053
H 2.37553 6.33811 -0.87660 0.00 -0.01 0.00 0.2036
H 1.05753 4.40147 -1.65540 -0.01 0.00 0.00 0.2219
O 0.82024 -4.56249 -1.44049 0.03 0.00 -0.08 -0.4795
C 0.72185 -3.41971 -1.08186 0.01 0.02 0.03 0.3873
C -0.47981 -2.50430 -1.26907 -0.01 0.15 0.09 0.3666
O -1.51737 -2.82304 -1.81197 -0.13 -0.04 0.00 -0.5547
C -0.13019 -1.22541 -0.64462 0.14 -0.56 0.11 0.1513
C 1.19734 -1.24926 -0.04637 -0.09 0.18 -0.20 0.4019
O 1.77174 -0.33123 0.51021 0.03 -0.03 0.06 -0.5639
C 1.79156 -2.61522 -0.34202 0.01 -0.01 -0.03 0.3709
O 2.90645 -2.98825 -0.08923 0.02 0.01 0.00 -0.4842
O -0.91668 -0.21858 -0.66688 0.10 1.21 -0.58 -0.6065
C 1.95218 -3.93844 -5.30082 -0.01 -0.03 0.01 -0.6339
C 1.41230 -2.69716 -4.64774 0.14 0.00 0.02 0.0360
C 0.07571 -2.32975 -4.80297 -0.15 0.10 0.04 -0.2384
C -0.44433 -1.19854 -4.20636 -0.07 -0.19 -0.11 0.0118
C -1.90893 -0.90366 -4.34222 0.02 0.02 -0.04 -0.6442
C 0.40925 -0.37316 -3.43204 -0.12 0.51 0.15 -0.2238
Se -0.25516 1.18320 -2.64344 0.01 -0.62 0.13 0.2744
C 1.76440 -0.74313 -3.24926 0.15 -0.12 0.26 0.0055
C 2.75202 0.05248 -2.43751 0.03 0.07 -0.12 -0.6712
C 2.23317 -1.90081 -3.86947 0.02 -0.07 -0.02 -0.2211
H 1.17478 -4.46293 -5.85507 0.00 0.00 0.01 0.2121
H 2.35682 -4.62256 -4.55301 -0.02 0.02 0.01 0.2342
H 2.75951 -3.69268 -5.99385 0.00 0.01 0.00 0.2147
H -0.58305 -2.96869 -5.38050 0.01 0.00 0.01 0.2055
H -2.39267 -1.66793 -4.95002 0.01 0.00 0.01 0.2049
H -2.07911 0.07462 -4.79279 0.01 0.00 0.00 0.2227
H -2.37484 -0.89555 -3.35692 -0.01 -0.03 0.01 0.2580
H 2.27689 0.82771 -1.84523 0.00 -0.04 0.03 0.2546
H 3.47911 0.53059 -3.09945 -0.03 -0.01 -0.05 0.2170
H 3.30801 -0.60701 -1.76902 0.00 0.01 -0.01 0.2338
H 3.27021 -2.18662 -3.72301 -0.01 0.00 0.02 0.2039